{"formula": "C9H24NO12S3", "method": "the ωB97M-V functional and the def2-TZVPD basis", "symbols": ["N", "O", "O", "O", "O", "S", "O", "O", "C", "C", "C", "H", "H", "H", "H", "H", "H", "H", "H", "O", "S", "O", "O", "C", "C", "C", "H", "H", "H", "H", "H", "H", "H", "H", "O", "S", "O", "O", "C", "C", "C", "H", "H", "H", "H", "H", "H", "H", "H"], "xyz": [[-22.04480, -2.83176, -0.94571], [-21.43464, -3.73779, -1.53398], [-23.15566, -2.50623, -1.26650], [-21.53485, -2.29954, 0.02122], [-23.25263, -6.97871, -2.01168], [-24.20475, -7.16325, -0.91170], [-25.53790, -7.77094, -1.04287], [-23.37261, -7.92957, 0.30915], [-21.95352, -8.14473, 0.13479], [-21.33509, -8.88625, 1.32132], [-24.50144, -5.52511, -0.20244], [-21.40942, -7.21109, -0.01645], [-21.59660, -8.62747, -0.77584], [-21.72790, -9.89935, 1.41389], [-21.60643, -8.39254, 2.25512], [-20.24841, -8.96368, 1.30238], [-25.09521, -4.84961, -0.81598], [-23.52876, -5.09699, 0.03848], [-25.01214, -5.77790, 0.72701], [-18.96466, 0.43152, 3.10252], [-19.00731, -1.04607, 3.14032], [-18.36380, -1.77277, 4.22988], [-20.56058, -1.73514, 3.05389], [-20.74993, -3.09844, 3.29459], [-22.22329, -3.54771, 3.06252], [-18.34539, -1.61164, 1.55021], [-20.45108, -3.07687, 4.34399], [-20.00713, -3.67889, 2.74631], [-22.62292, -4.40019, 3.61078], [-22.38769, -3.81468, 2.01845], [-22.77448, -2.62302, 3.23500], [-17.66498, -0.90492, 1.07741], [-19.24819, -1.76037, 0.95667], [-17.80337, -2.52396, 1.79667], [-19.78544, -4.80354, -4.33302], [-18.46946, -4.36227, -3.81362], [-17.70224, -5.19471, -2.86458], [-17.55812, -4.13772, -5.22209], [-16.60840, -5.11561, -5.70336], [-16.28361, -4.55180, -7.08583], [-18.48836, -2.64350, -3.11620], [-17.13214, -6.07130, -5.70975], [-15.75611, -5.12301, -5.02387], [-17.18445, -4.55569, -7.69917], [-15.53472, -5.15476, -7.60197], [-15.82741, -3.56550, -7.17007], [-19.02259, -2.79208, -2.17786], [-18.93248, -1.92333, -3.80193], [-17.43371, -2.38672, -3.02145]], "multiplicity": 1, "gap_ha": 0.272, "relative_energy_kcal_mol": 46.8, "charge": -1, "homo_energy_ev": -5.0, "fmax_ev_per_a": 4.7}